The following is a quantum chemistry calculation of a molecular structure, C37H70B2F2N6O6P2Sn, from the OMol25 dataset.

Its energy above the lowest of the compared OMol25 structures with the same formula, charge and spin is 356.6 kJ/mol. As for the total charge: +2.

Cartesian coordinates (Å):
Sn  -0.1748  -0.2958  0.5126
C  1.4498  -5.0498  -2.2667
C  1.2289  -3.5726  -2.2293
C  1.4630  -2.6466  -3.2292
C  1.0675  -1.4187  -2.6918
N  0.6539  -1.5766  -1.4357
N  0.7450  -2.9077  -1.1617
B  0.2114  -3.5501  0.1669
N  1.0191  -3.0718  1.3808
N  1.2490  -1.7446  1.6267
C  2.1372  -1.6821  2.6387
C  2.4669  -2.9806  3.0310
C  1.7489  -3.8298  2.2158
C  1.7259  -5.3233  2.2227
C  2.7533  -0.4281  3.2164
C  2.1102  0.8482  2.6957
C  4.2441  -0.4203  2.8453
C  2.6224  -0.4727  4.7448
N  -1.2859  -3.2085  0.3278
N  -1.7413  -1.9256  0.1701
C  -3.0763  -1.9845  0.0630
C  -3.4801  -3.3156  0.1814
C  -2.3260  -4.0590  0.3372
C  -2.1882  -5.5394  0.4788
C  -3.9744  -0.7977  -0.2186
C  -5.0856  -1.2475  -1.1758
C  -3.2014  0.3467  -0.8852
C  -4.6010  -0.3187  1.0988
C  1.0657  -0.0938  -3.4336
C  0.2175  -0.2251  -4.7136
C  2.4817  0.2998  -3.8163
C  0.5180  1.0568  -2.6202
H  1.8836  -5.3221  -3.2263
H  0.5149  -5.5979  -2.1467
H  2.1288  -5.3730  -1.4777
H  1.8250  -2.8616  -4.2231
H  0.3383  -4.7334  0.0838
H  3.1561  -3.2737  3.8067
H  2.3202  -5.6850  3.0584
H  2.1401  -5.7392  1.3035
H  0.7112  -5.7057  2.3318
H  2.1977  0.9401  1.6148
H  2.6038  1.7176  3.1284
H  1.0530  0.9224  2.9636
H  4.3814  -0.3895  1.7619
H  4.7489  -1.3110  3.2215
H  4.7312  0.4542  3.2820
H  1.5780  -0.4883  5.0509
H  3.1004  0.4063  5.1837
H  3.1071  -1.3575  5.1598
H  -4.4844  -3.7033  0.1371
H  -3.1771  -5.9841  0.5585
H  -1.6184  -5.8064  1.3686
H  -1.6850  -5.9808  -0.3823
H  -4.6742  -1.6939  -2.0839
H  -5.6933  -0.3866  -1.4601
H  -5.7476  -1.9776  -0.7081
H  -2.6937  -0.0041  -1.7887
H  -2.4778  0.7951  -0.2047
H  -3.8952  1.1397  -1.1714
H  -5.1407  -1.1348  1.5825
H  -5.3087  0.4918  0.9054
H  -3.8373  0.0514  1.7840
H  0.6127  -1.0165  -5.3491
H  0.2127  0.7072  -5.2822
H  -0.8086  -0.4873  -4.4537
H  3.1116  -0.5185  -4.1573
H  3.0355  0.6625  -2.8845
H  2.5416  1.1561  -4.4878
H  -0.4339  0.8758  -2.1284
H  0.5083  2.0040  -3.1558
H  1.1929  1.2616  -1.7107
C  -2.4587  2.7156  6.0866
C  -2.1375  1.8967  4.8618
C  -1.0356  0.8984  5.0966
O  -1.7140  2.8504  3.8071
P  -2.0744  2.5738  2.3057
O  -1.6649  1.2305  1.8072
C  -1.3235  3.9607  1.4171
P  0.3603  3.9058  0.7440
O  0.6603  2.7205  -0.0952
O  0.3126  5.2629  -0.0627
C  1.2333  5.5101  -1.1824
C  1.7122  6.9385  -1.0875
C  0.4782  5.2237  -2.4630
O  1.3988  4.0317  1.9086
C  1.6345  5.0312  2.9666
C  1.1111  4.4843  4.2735
C  1.0996  6.4111  2.6499
O  -3.6173  2.7280  2.1047
C  -4.5552  3.8586  2.2496
C  -4.6779  4.5748  0.9215
C  -4.2099  4.7853  3.3952
H  -2.7305  2.0479  6.9046
H  -3.2917  3.3939  5.9157
H  -1.5881  3.3001  6.3915
H  -3.0309  1.3782  4.5070
H  -0.1220  1.4025  5.4158
H  -0.8331  0.3258  4.1941
H  -1.3408  0.2042  5.8814
H  -1.4103  4.8454  2.0519
H  -1.9483  4.1070  0.5330
H  2.0768  4.8262  -1.0863
H  0.8633  7.6163  -0.9827
H  2.2510  7.2018  -1.9984
H  2.3880  7.0865  -0.2465
H  -0.3741  5.8993  -2.5575
H  0.1070  4.1983  -2.4579
H  1.1312  5.3708  -3.3246
H  2.7210  5.0724  3.0069
H  0.0208  4.5060  4.3122
H  1.4973  5.0975  5.0891
H  1.4417  3.4555  4.4265
H  0.0144  6.4177  2.5247
H  1.5472  6.8375  1.7559
H  1.3388  7.0590  3.4937
H  -5.4919  3.3521  2.4706
H  -3.8267  5.2335  0.7372
H  -5.5777  5.1907  0.9254
H  -4.7617  3.8586  0.1028
H  -3.2423  5.2701  3.2523
H  -4.1936  4.2615  4.3473
H  -4.9675  5.5670  3.4488
F  3.0277  2.5385  -1.6563
B  2.6811  1.3112  -1.5269
F  2.9879  0.3852  -0.6938

The following is a quantum chemistry calculation of 9 unconnected molecules or ions with the total composition C37H70BrFIN8O13S, from the OMol25 dataset.

Its energy above the lowest of the compared OMol25 structures with the same formula, charge and spin is 0.0 kJ/mol. As for the total charge: -1.

Cartesian coordinates (Å):
C  1.1248  4.5887  2.9371
C  1.2373  3.5237  3.4721
C  1.3600  2.2858  4.2468
C  2.4955  2.5022  5.2976
F  2.6596  3.8604  5.4779
C  2.2784  1.9779  6.7397
C  1.2985  0.8739  6.9586
C  1.5915  -0.3265  7.4348
O  3.7671  2.1365  4.7503
S  4.0525  0.5917  4.5138
O  5.2038  0.5360  3.6632
O  4.1662  -0.0627  5.7814
C  2.6454  0.0058  3.5629
C  2.2911  -1.3991  4.0798
C  1.8337  -2.3011  2.9174
C  2.9795  -3.1083  2.3569
Br  0.3376  -3.4282  3.4052
C  1.4484  0.9821  3.3412
I  1.6609  1.5104  1.2200
C  0.0247  0.2623  3.4528
O  -0.3513  0.1277  4.6233
O  -0.5213  -0.0610  2.4236
H  1.0483  5.5608  2.5189
H  0.4216  2.2213  4.7932
H  3.2559  1.7132  7.1360
H  1.9445  2.8514  7.2998
H  0.2656  1.0973  6.7444
H  0.8673  -1.1288  7.4176
H  2.5860  -0.5537  7.7955
H  3.0894  -0.1531  2.5879
H  3.1981  -1.8444  4.4820
H  1.5784  -1.3837  4.8921
H  1.4595  -1.6568  2.1242
H  3.7952  -2.4407  2.0745
H  3.3167  -3.8968  3.0260
H  2.6525  -3.5969  1.4375
C  -1.2338  0.9404  -1.0654
O  -0.3939  1.0312  -1.9492
N  -2.4364  1.5414  -1.0981
C  -3.3804  1.3701  -0.0152
C  -2.7977  2.3720  -2.2397
H  -1.0714  0.3431  -0.1532
H  -4.3069  0.9148  -0.3798
H  -3.6231  2.3351  0.4364
H  -2.9480  0.7278  0.7508
H  -2.7549  1.7783  -3.1540
H  -2.0982  3.1975  -2.3479
H  -3.8002  2.7591  -2.1088
C  -1.3722  3.1806  -5.6454
O  -1.6800  3.8621  -4.6946
N  -2.1822  2.9034  -6.6889
C  -1.7518  2.0212  -7.7508
C  -3.5109  3.4909  -6.7101
H  -0.3917  2.6762  -5.7159
H  -1.7599  2.5260  -8.7194
H  -2.4136  1.1534  -7.7975
H  -0.7417  1.6746  -7.5432
H  -3.4441  4.5794  -6.7092
H  -4.0747  3.1946  -5.8237
H  -4.0327  3.1595  -7.6054
C  -6.7175  3.3912  -3.0671
O  -5.5479  3.5947  -3.3361
N  -7.2880  2.1757  -3.0358
C  -8.6812  1.9726  -2.6808
C  -6.4687  1.0197  -3.3618
H  -7.4166  4.2060  -2.8089
H  -8.7545  1.3196  -1.8084
H  -9.2186  1.5057  -3.5104
H  -9.1419  2.9347  -2.4600
H  -5.6226  0.9467  -2.6786
H  -6.0736  1.1091  -4.3749
H  -7.0754  0.1214  -3.2822
C  6.9006  -3.6397  -1.2623
O  7.0317  -4.8186  -0.9799
N  6.8447  -2.6348  -0.3778
C  6.6932  -1.2475  -0.7902
C  6.9320  -2.9440  1.0399
H  6.8190  -3.2928  -2.3083
H  7.5455  -0.6578  -0.4537
H  5.7836  -0.8233  -0.3628
H  6.6315  -1.1868  -1.8700
H  7.8731  -3.4480  1.2629
H  6.1140  -3.6096  1.3168
H  6.8634  -2.0234  1.6139
C  -1.0827  -1.5969  -7.4631
O  -0.8747  -1.5372  -8.6619
N  -0.1299  -1.6017  -6.5160
C  -0.4446  -1.6569  -5.0972
C  1.2602  -1.5436  -6.9321
H  -2.1032  -1.6377  -7.0446
H  -0.0608  -0.7756  -4.5811
H  -0.0049  -2.5471  -4.6445
H  -1.5232  -1.6933  -4.9635
H  1.4475  -0.6354  -7.5064
H  1.5029  -2.3970  -7.5660
H  1.8957  -1.5525  -6.0505
C  -10.4644  -0.2688  0.0273
O  -9.4065  -0.2617  -0.5754
N  -10.6142  0.1608  1.2913
C  -11.8927  0.1340  1.9705
C  -9.4431  0.6664  1.9935
H  -11.4013  -0.6359  -0.4246
H  -12.1891  1.1416  2.2683
H  -11.8383  -0.4921  2.8630
H  -12.6526  -0.2714  1.3057
H  -9.0217  1.5200  1.4631
H  -8.6752  -0.1042  2.0532
H  -9.7315  0.9697  2.9963
C  2.2194  -4.0149  7.2004
O  2.3989  -3.5370  6.1035
N  3.2151  -4.3251  8.0599
C  2.9626  -4.8893  9.3655
C  4.5818  -4.0677  7.6378
H  1.2120  -4.2289  7.6000
H  3.3490  -4.2344  10.1504
H  3.4397  -5.8680  9.4630
H  1.8906  -5.0089  9.5097
H  4.7174  -3.0084  7.4158
H  4.8113  -4.6305  6.7323
H  5.2632  -4.3641  8.4322
C  7.4068  0.7210  -3.8245
O  7.0353  1.0947  -2.7309
N  6.6433  0.7570  -4.9342
C  7.1233  0.2960  -6.2188
C  5.2897  1.2799  -4.8202
H  8.4153  0.3067  -4.0025
H  7.1031  1.1071  -6.9501
H  6.5032  -0.5229  -6.5896
H  8.1471  -0.0596  -6.1211
H  5.3096  2.3097  -4.4644
H  4.7128  0.6920  -4.1064
H  4.8093  1.2415  -5.7948

Values of highest occupied orbital energy, in order: -13.34; -5.16, all in eV.
Values of maximum force, in order: 0.634; 2.083, all in eV Å⁻¹.
Values of frontier orbital gap, in order: 7.65; 6.80, all in eV.